Record 1
A single C3H8N2O molecule, computed with ωB97M-V with the def2-TZVPD basis set.

Last columns: bonded neighbours and bond lengths (Å).
Cartesian coordinates (Å):
1 C 1.914 0.590 1.173  C2 1.518, H7 1.093, H8 1.089, H9 1.090
2 C 0.886 -0.317 0.522  C1 1.518, O3 1.213, N4 1.368
3 O 1.117 -1.466 0.210  C2 1.213
4 N -0.328 0.272 0.296  C2 1.368, C5 1.439, H10 1.005
5 C -1.416 -0.405 -0.358  N4 1.439, N6 1.468, H11 1.089, H12 1.091
6 N -1.539 0.024 -1.757  C5 1.468, H13 1.016, H14 1.014
7 H 2.383 1.184 0.384  C1 1.093
8 H 2.661 -0.036 1.660  C1 1.089
9 H 1.449 1.265 1.892  C1 1.090
10 H -0.471 1.245 0.509  N4 1.005
11 H -2.346 -0.153 0.149  C5 1.089
12 H -1.255 -1.478 -0.250  C5 1.091
13 H -2.341 -0.451 -2.162  N6 1.016
14 H -0.715 -0.272 -2.268  N6 1.014

Calculated values
Orbital gap: 0.38671 Ha
2S+1: 1
Maximum force: 0.0084 hartree/bohr
Energy above the lowest of the compared OMol25 structures with the same formula, charge and spin: 0.397 eV
SMILES string: CC(=O)NCN



Record 2
2 unconnected molecules or ions with the total composition C3H8N2O, computed with ωB97M-V with the def2-TZVPD basis set.

Last columns: bonded neighbours and bond lengths (Å).
Cartesian coordinates (Å):
1 C -1.582 1.294 0.085  C2 1.343, H4 1.221, H5 1.112
2 C -1.033 0.421 0.945  C1 1.343, N3 1.445, H6 1.150
3 N -1.521 -0.437 2.000  C2 1.445, H7 1.047, H8 1.072
4 H -2.802 1.346 0.082  C1 1.221
5 H -0.873 1.953 -0.461  C1 1.112
6 H 0.109 0.330 1.042  C2 1.150
7 H -1.615 0.049 2.923  N3 1.047
8 H -2.557 -0.602 1.780  N3 1.072
9 N 1.996 -0.475 -2.125  C10 1.378, H12 1.040, H13 0.997
10 C 1.866 -1.049 -0.879  N9 1.378, O11 1.213, H14 1.044
11 O 2.413 -1.967 -0.307  C10 1.213
12 H 1.388 0.369 -2.116  N9 1.040
13 H 2.557 -0.871 -2.848  N9 0.997
14 H 1.652 -0.362 -0.121  C10 1.044

Calculated values
Orbital gap: 0.37168 Ha
2S+1: 1
Maximum force: 0.0711 hartree/bohr
Energy above the lowest of the compared OMol25 structures with the same formula, charge and spin: 3.320 eV
SMILES string: C=CN.NC=O



Number 1: E_LUMO 0.9246 eV. Number 2: E_LUMO 0.8002 eV.